Below is a 18-piece molecular cluster, C72H180O31 overall, with properties calculated with ωB97M-V/def2-TZVPD.

XYZ file:
```
283
Properties=species:S:1:pos:R:3:mulliken_charge:R:1
C 0.343 2.582 -5.059 -0.4169
O 1.109 3.642 -4.443 0.1342
C 0.926 4.914 -4.967 -0.9265
C 1.610 5.975 -4.107 -0.6570
O 0.897 6.217 -2.905 -0.0894
C 1.661 6.854 -1.926 -0.9084
H 0.714 1.634 -4.671 -0.1816
H 0.542 2.564 -6.130 0.4553
H -0.733 2.632 -4.886 0.0710
H -0.125 5.179 -5.087 0.3877
H 1.295 4.973 -5.991 0.4439
H 1.774 6.930 -4.605 0.4527
H 2.597 5.568 -3.890 0.3054
H 2.637 6.419 -1.711 0.3584
H 1.067 6.762 -1.017 0.1710
H 1.823 7.896 -2.204 0.4134
C 2.718 -4.554 -3.350 0.0458
O 2.574 -5.926 -2.968 -0.2097
C 1.690 -6.712 -3.700 -0.6714
C 0.197 -6.535 -3.246 -0.5481
O -0.322 -5.281 -3.699 0.1847
C -1.716 -5.080 -3.396 0.1790
H 1.880 -3.972 -2.964 -0.0363
H 2.638 -4.456 -4.432 0.2500
H 3.695 -4.239 -2.984 -0.1350
H 1.900 -7.767 -3.518 0.4102
H 1.780 -6.511 -4.768 0.3265
H 0.248 -6.518 -2.157 0.0779
H -0.408 -7.374 -3.589 0.5189
H -2.232 -5.842 -3.980 0.4331
H -1.946 -4.071 -3.739 -0.5576
H -1.835 -5.240 -2.324 -0.0870
C 1.502 -0.427 -6.886 -0.6530
O 1.020 -1.742 -7.052 -0.1406
C 0.533 -2.029 -8.413 -0.5367
C 0.834 -3.506 -8.901 -0.5714
O 0.117 -4.504 -8.184 -0.4941
C 0.473 -4.520 -6.815 -0.2789
H 0.779 0.355 -7.122 0.4865
H 2.428 -0.244 -7.431 0.4853
H 1.715 -0.370 -5.819 -0.2267
H 0.949 -1.403 -9.201 0.4843
H -0.556 -1.990 -8.444 0.2214
H 1.922 -3.576 -8.919 0.3187
H 0.466 -3.585 -9.924 0.4281
H -0.228 -3.824 -6.356 -0.0180
H 1.512 -4.325 -6.549 0.3073
H 0.224 -5.466 -6.334 0.1324
C -2.698 0.682 3.860 -0.7066
O -2.875 1.855 4.693 0.6657
C -1.940 2.061 5.694 -0.2924
C -1.811 1.093 6.875 -1.1271
O -1.384 -0.172 6.339 0.0927
C -0.958 -1.050 7.280 -1.0157
H -1.715 0.588 3.399 0.2782
H -3.343 0.701 2.981 -0.4361
H -2.914 -0.218 4.437 0.4835
H -2.115 3.073 6.061 0.4633
H -0.972 2.159 5.203 -0.0084
H -2.782 0.975 7.357 0.3827
H -1.093 1.555 7.552 0.5737
H -0.439 -1.910 6.857 0.0878
H -1.884 -1.416 7.723 0.3262
H -0.362 -0.606 8.077 0.3987
C 6.229 -6.857 1.157 -0.3102
O 6.680 -7.754 0.155 -0.4521
C 6.009 -7.536 -1.123 -0.4973
C 6.530 -6.371 -1.962 -0.5679
O 6.136 -5.108 -1.391 0.0877
C 6.670 -3.904 -2.063 -0.7421
H 6.218 -5.817 0.830 0.0387
H 6.769 -7.030 2.088 0.3401
H 5.208 -7.049 1.488 0.1403
H 4.933 -7.443 -0.981 0.1456
H 6.153 -8.453 -1.695 0.3995
H 6.194 -6.367 -2.999 0.4235
H 7.613 -6.487 -1.952 0.3453
H 7.744 -3.884 -1.877 0.5569
H 6.142 -3.034 -1.675 -0.3961
H 6.569 -3.976 -3.146 0.4736
C -2.868 -3.078 -0.441 0.2144
O -3.302 -4.316 0.040 -0.4203
C -2.376 -5.117 0.736 -0.1835
C -1.912 -4.585 2.042 -0.6607
O -1.196 -3.338 1.955 0.4197
C -0.875 -2.850 3.281 -1.1060
H -2.727 -2.439 0.431 0.2279
H -3.531 -2.531 -1.112 -0.1752
H -1.913 -3.235 -0.942 -0.0315
H -1.561 -5.357 0.054 -0.2300
H -2.873 -6.071 0.911 0.3783
H -1.268 -5.282 2.578 0.4412
H -2.813 -4.419 2.633 0.2756
H -1.769 -2.803 3.903 0.4705
H -0.469 -1.841 3.354 -0.0545
H -0.163 -3.510 3.777 0.3654
C 5.357 4.234 1.188 -0.5051
O 4.222 4.080 2.063 -0.3786
C 3.314 3.046 1.718 -0.2547
C 2.428 3.219 0.435 1.1664
O 3.286 3.216 -0.721 -0.5252
C 2.656 3.034 -2.006 0.8673
H 5.869 3.282 1.049 0.1814
H 5.978 4.974 1.693 0.3169
H 5.085 4.627 0.209 0.1395
H 2.679 2.953 2.599 -0.1721
H 3.803 2.074 1.656 0.1463
H 1.792 4.104 0.471 0.4960
H 1.804 2.334 0.307 -0.8424
H 2.166 2.061 -2.059 -0.0609
H 3.438 3.190 -2.749 -0.3680
H 1.997 3.893 -2.131 -0.1663
C -6.032 0.931 -1.017 -0.3864
O -5.875 -0.336 -0.361 0.1590
C -7.015 -1.282 -0.521 -0.8408
C -6.660 -2.600 0.133 0.2901
O -7.805 -3.460 0.199 -0.4757
C -7.530 -4.797 0.684 -0.6778
H -6.959 1.468 -0.819 0.3798
H -5.847 0.748 -2.076 0.2521
H -5.183 1.531 -0.691 -0.3415
H -7.298 -1.509 -1.549 0.3824
H -7.879 -0.794 -0.070 0.3603
H -6.238 -2.378 1.114 0.0584
H -5.817 -2.993 -0.436 0.0487
H -8.509 -5.267 0.782 0.2928
H -6.793 -4.809 1.487 0.2515
H -7.073 -5.326 -0.152 0.2890
C 4.876 0.284 -0.747 -0.2094
O 5.323 -0.299 0.446 0.3133
C 6.626 -0.839 0.477 -0.2644
C 6.959 -1.557 1.789 -0.7724
O 6.573 -2.927 1.855 -0.4985
C 5.202 -3.152 1.669 1.0588
H 5.346 1.266 -0.798 0.3430
H 3.798 0.446 -0.754 -0.4863
H 5.083 -0.304 -1.642 0.1638
H 7.339 -0.021 0.373 0.5457
H 6.793 -1.568 -0.317 -0.1084
H 6.603 -0.959 2.629 0.2860
H 8.044 -1.542 1.894 0.4080
H 4.864 -2.899 0.664 0.0973
H 4.545 -2.641 2.372 -0.5625
H 4.961 -4.203 1.832 -0.2565
C 2.730 2.867 5.366 -0.4352
O 2.957 1.494 5.287 -0.3055
C 1.962 0.690 5.935 -0.0796
C 2.372 -0.814 6.018 -1.2709
O 1.945 -1.574 4.890 -0.0982
C 2.558 -1.215 3.644 -0.3182
H 1.751 3.141 4.973 -0.0156
H 3.456 3.398 4.751 0.2110
H 2.925 3.207 6.383 0.4386
H 0.988 0.866 5.479 -0.0594
H 2.004 0.962 6.990 0.6318
H 1.883 -1.259 6.885 0.5654
H 3.421 -0.903 6.302 0.3213
H 2.362 -2.055 2.979 -0.3701
H 3.635 -1.303 3.781 0.5387
H 2.243 -0.283 3.174 0.0883
C -8.888 0.773 6.359 -0.5227
O -7.889 1.330 7.193 -0.4262
C -6.555 0.862 6.947 -0.9749
C -5.958 1.059 5.588 1.2220
O -6.495 0.082 4.703 -0.4324
C -6.384 0.326 3.322 -0.2803
H -8.836 -0.310 6.476 0.2784
H -8.701 1.000 5.310 0.1202
H -9.903 1.119 6.557 0.2862
H -6.416 -0.186 7.213 0.4583
H -5.950 1.394 7.681 0.3297
H -4.886 0.890 5.688 -0.4331
H -5.991 2.085 5.220 -0.2307
H -7.152 0.984 2.916 0.3575
H -6.544 -0.609 2.785 0.1492
H -5.429 0.716 2.968 -0.0664
C -3.416 1.796 -4.244 -0.5197
O -4.393 0.808 -4.256 -0.3765
C -3.955 -0.437 -4.736 -1.2755
C -2.813 -1.120 -3.986 0.5937
O -1.607 -0.486 -4.321 -0.0755
C -0.533 -1.257 -3.807 1.4397
H -2.654 1.682 -5.015 0.3157
H -2.800 1.707 -3.349 0.0739
H -3.856 2.781 -4.398 0.4040
H -3.717 -0.311 -5.792 0.3750
H -4.831 -1.078 -4.633 0.4428
H -2.944 -2.147 -4.327 -0.1707
H -2.966 -1.105 -2.907 0.0352
H -0.692 -1.546 -2.768 -0.4918
H 0.452 -0.792 -3.828 -0.5648
H -0.487 -2.152 -4.428 -0.2041
C -6.361 6.527 5.534 -0.7949
O -5.702 6.089 4.350 -0.3913
C -5.541 4.692 4.303 -0.9799
C -4.973 4.187 2.974 0.8507
O -5.772 4.534 1.883 -0.5463
C -5.135 4.288 0.626 0.1073
H -5.715 6.300 6.383 0.3162
H -7.339 6.086 5.726 0.2931
H -6.504 7.594 5.360 0.2786
H -6.509 4.212 4.452 0.5454
H -4.862 4.418 5.110 0.2926
H -4.909 3.102 3.054 -0.0771
H -3.979 4.622 2.868 -0.0105
H -4.629 3.326 0.557 -0.4092
H -4.471 5.133 0.443 0.1611
H -5.863 4.255 -0.185 0.3978
C -2.316 5.153 -2.493 -0.4132
C -2.552 6.499 -1.819 -0.4252
O -3.762 7.012 -2.240 -0.3239
C -4.276 8.021 -1.379 -0.0330
C -5.548 8.429 -2.061 -1.3018
H -2.329 5.194 -3.582 0.2549
H -1.279 4.935 -2.238 0.0679
H -2.985 4.368 -2.140 0.1245
H -2.481 6.446 -0.732 0.2184
H -1.675 7.095 -2.075 0.3111
H -4.397 7.606 -0.378 0.2219
H -3.612 8.884 -1.327 0.2863
H -5.356 8.648 -3.111 0.3202
H -5.984 9.305 -1.581 0.4024
H -6.243 7.590 -2.096 0.2758
C 4.577 1.910 -6.253 -1.5620
C 4.595 1.562 -4.789 0.9810
O 5.740 0.789 -4.487 -0.4712
C 5.767 -0.518 -4.969 -0.0065
C 7.009 -1.340 -4.509 -1.1903
H 4.423 1.062 -6.921 0.2820
H 3.825 2.682 -6.416 0.3772
H 5.579 2.257 -6.507 0.4190
H 4.652 2.513 -4.258 0.0792
H 3.766 0.949 -4.435 -0.2029
H 4.829 -1.003 -4.698 0.1839
H 5.841 -0.444 -6.054 0.3795
H 6.983 -2.354 -4.910 0.3679
H 7.054 -1.377 -3.421 0.0934
H 8.012 -0.995 -4.759 0.3900
C 2.254 -5.061 0.371 -0.1162
C 1.917 -5.190 1.814 0.2576
O 3.037 -5.640 2.527 -0.0701
C 2.740 -5.865 3.896 -0.1653
C 3.794 -6.796 4.402 -1.4102
H 1.415 -4.751 -0.253 0.0405
H 3.103 -4.399 0.202 -0.6024
H 2.532 -5.984 -0.138 0.4333
H 1.605 -4.225 2.212 -0.3448
H 1.067 -5.869 1.880 0.3691
H 2.716 -5.014 4.576 0.1380
H 1.724 -6.247 3.991 0.4255
H 3.402 -7.359 5.250 0.4240
H 4.680 -6.183 4.568 0.2798
H 3.947 -7.595 3.676 0.3119
C 2.532 7.078 2.255 -1.0863
C 1.660 6.340 3.238 0.1180
O 0.624 5.743 2.439 -0.2402
C -0.141 4.776 3.171 0.1966
C -1.036 3.979 2.238 0.7613
H 2.076 7.978 1.843 0.3753
H 3.469 7.452 2.667 0.4196
H 2.869 6.463 1.420 -0.0128
H 2.251 5.552 3.705 -0.0686
H 1.165 7.016 3.936 0.4275
H 0.413 4.044 3.757 -0.7223
H -0.683 5.341 3.930 0.5251
H -1.649 3.322 2.856 -0.3873
H -0.425 3.354 1.587 -0.6167
H -1.655 4.587 1.578 0.2021
C -2.171 0.655 -0.077 -0.1053
C -0.842 0.248 0.530 1.1531
O -0.101 -0.372 -0.487 0.9009
C 1.083 -0.891 -0.029 1.0156
C 1.729 -1.517 -1.245 -0.0847
H -2.760 1.260 0.612 -0.2748
H -1.869 1.258 -0.934 0.1239
H -2.785 -0.205 -0.344 -0.1870
H -0.331 1.140 0.893 -0.4510
H -0.994 -0.380 1.408 -0.8177
H 1.752 -0.126 0.363 -0.3186
H 0.934 -1.577 0.805 -0.5459
H 1.036 -2.267 -1.627 -0.1711
H 2.597 -2.126 -0.995 0.0865
H 1.843 -0.830 -2.084 -0.3662
```

The value obtained for the total energy is -5182.92641 a.u. Its molar mass is 1542.2 g/mol. The LUMO energy comes out at 0.5 eV. The HOMO energy comes out at -9.266 eV. Its spin multiplicity is 1.